(1)
{
  "formula": "C4H10O3",
  "method": "ωB97M-V/def2-TZVPD",
  "molar_mass_g_mol": 106.12,
  "total_energy_ha": -384.009769,
  "charge": -2,
  "homo_energy_ev": 0.3,
  "gap_ev": 6.80,
  "symbols": ["C", "C", "C", "O", "C", "O", "H", "H", "H", "H", "H", "H", "H", "H", "H", "H", "O"],
  "coordinates": [[0.35430, -0.21459, -0.38341], [1.58531, 0.68601, -0.29586], [2.94055, -0.04362, -0.50363], [3.22240, -0.98447, 0.42401], [-0.97017, 0.35890, 0.07211], [-2.02697, -0.47531, -0.32418], [0.25593, -0.70952, -1.36299], [0.67066, -1.07384, 0.21755], [1.59983, 0.86894, 0.79303], [1.77048, 1.67215, -0.74175], [3.74346, 0.74679, -0.45683], [2.99534, -0.42341, -1.55164], [-1.16068, 1.39984, -0.22395], [-0.93499, 0.36234, 1.17800], [-2.90416, -0.16417, 0.12948], [-3.94815, 1.29828, 0.87539], [-4.22077, 0.37664, 0.79947]]
}



(2)
{
  "formula": "C33H47BrCuN9O5P2",
  "method": "ωB97M-V/def2-TZVPD",
  "molar_mass_g_mol": 855.19,
  "total_energy_ha": -7052.040976,
  "charge": 0,
  "homo_energy_ev": [-6.5, -6.5],
  "gap_ev": [6.71, 6.71],
  "symbols": ["Cu", "C", "N", "C", "P", "O", "O", "P", "O", "N", "C", "C", "N", "C", "C", "N", "C", "C", "H", "H", "H", "H", "H", "H", "H", "H", "H", "H", "H", "H", "H", "H", "H", "H", "H", "H", "H", "H", "H", "H", "H", "H", "Br", "C", "C", "C", "C", "C", "C", "N", "N", "C", "C", "C", "C", "O", "C", "N", "C", "C", "C", "C", "H", "H", "H", "H", "H", "H", "H", "H", "H", "C", "C", "N", "C", "C", "C", "O", "C", "C", "C", "C", "N", "C", "H", "H", "H", "H", "H", "H", "H", "H", "H", "H", "H", "H", "H", "H"],
  "coordinates": [[11.97292, 15.30938, 11.20995], [12.48880, 21.54812, 11.41893], [12.89654, 20.20041, 11.03328], [13.73836, 20.14794, 9.83896], [12.02670, 18.88560, 11.44154], [12.62347, 17.64004, 10.85894], [10.51495, 19.17603, 10.84886], [9.60812, 17.81527, 10.65712], [10.01806, 16.78417, 11.65748], [8.06808, 18.37092, 10.75285], [7.67276, 19.72187, 11.14329], [7.08281, 17.34214, 11.09409], [9.78953, 17.40380, 9.07172], [10.81745, 16.46347, 8.65842], [9.60268, 18.50024, 8.11835], [11.83264, 18.93607, 13.08678], [10.54229, 19.34609, 13.64985], [12.41693, 17.81251, 13.82634], [13.38213, 22.17509, 11.53687], [11.97932, 21.52486, 12.38959], [11.82673, 22.01722, 10.67146], [14.63466, 20.76021, 10.00182], [13.21714, 20.52940, 8.94636], [14.04196, 19.11099, 9.65141], [8.42424, 20.46256, 10.82372], [7.52143, 19.81432, 12.23926], [6.71614, 19.97655, 10.65181], [7.43545, 16.35262, 10.77264], [6.13146, 17.55949, 10.58490], [6.92076, 17.29372, 12.18491], [10.97767, 15.71274, 9.44532], [11.77547, 16.95299, 8.43341], [10.46971, 15.92270, 7.76521], [8.75647, 19.13332, 8.41999], [9.36620, 18.09152, 7.12643], [10.50463, 19.13103, 8.02618], [10.14114, 20.22326, 13.13479], [10.69170, 19.64248, 14.70031], [9.79357, 18.53370, 13.62813], [13.39179, 17.53551, 13.41389], [11.76514, 16.91956, 13.80879], [12.54799, 18.12950, 14.86984], [14.65684, 10.59895, 5.62622], [13.55752, 9.76478, 6.89844], [12.23564, 10.20285, 7.08227], [11.45221, 9.66360, 8.09131], [11.98823, 8.68342, 8.93440], [13.27602, 8.15543, 8.68995], [14.06142, 8.71351, 7.69511], [11.23513, 8.07403, 9.93667], [10.53594, 8.70402, 10.81315], [10.64908, 10.05001, 11.07828], [9.47199, 10.65898, 11.55131], [9.36340, 12.03390, 11.64394], [10.43902, 12.89216, 11.29515], [10.34925, 14.18245, 11.39475], [11.64531, 12.26390, 10.84516], [12.63055, 13.09369, 10.43868], [13.80976, 12.55425, 10.11843], [14.12414, 11.22167, 10.38088], [13.12434, 10.37200, 10.80017], [11.80336, 10.85041, 10.87478], [11.84718, 10.98902, 6.43926], [10.43772, 10.02202, 8.24911], [13.66336, 7.34787, 9.31952], [15.08333, 8.36383, 7.51385], [8.64394, 9.99611, 11.76902], [8.43780, 12.48838, 11.97786], [14.55255, 13.20065, 9.66278], [15.14986, 10.86895, 10.27861], [13.33578, 9.33266, 11.06264], [17.49619, 12.97322, 16.18184], [17.42700, 12.16253, 14.90065], [16.51383, 12.72510, 13.90725], [15.26532, 12.02097, 13.67874], [14.28896, 12.21462, 14.82512], [16.95246, 13.82435, 13.22429], [18.08548, 14.29841, 13.45763], [16.11226, 14.44194, 12.16202], [16.75690, 14.83238, 10.98582], [16.01209, 15.44210, 9.99544], [14.66140, 15.69675, 10.20856], [14.04334, 15.38150, 11.36357], [14.76537, 14.78041, 12.32636], [18.15188, 12.45299, 16.89464], [16.50532, 13.09393, 16.64693], [17.93330, 13.95877, 15.97023], [17.06419, 11.13994, 15.10140], [18.41588, 12.08860, 14.42598], [15.52200, 10.94970, 13.55610], [14.83908, 12.33624, 12.72754], [14.58320, 11.64970, 15.72744], [13.28883, 11.86218, 14.53387], [14.20868, 13.27148, 15.11570], [17.82369, 14.63684, 10.89109], [16.45177, 15.73268, 9.04717], [14.05761, 16.15214, 9.43165], [14.24356, 14.56692, 13.25656]]
}



(3)
{
  "formula": "C5H10O2",
  "method": "ωB97M-V/def2-TZVPD",
  "molar_mass_g_mol": 102.13,
  "total_energy_ha": -346.933278,
  "charge": 0,
  "homo_energy_ev": -9.4,
  "gap_ev": 10.26,
  "symbols": ["C", "O", "C", "C", "C", "C", "O", "H", "H", "H", "H", "H", "H", "H", "H", "H", "H"],
  "coordinates": [[2.07002, -0.10591, -0.43529], [1.08806, -0.16440, 0.63257], [-0.40002, 0.00190, 0.24592], [-0.59319, 1.07160, -0.80818], [-1.43869, 0.16825, 1.39279], [-0.30014, -1.42702, -0.16889], [-0.10102, -1.80309, -1.30136], [1.79522, -0.66602, -1.34617], [3.01679, -0.54956, -0.08649], [2.27149, 0.93673, -0.69355], [-0.06025, 0.80717, -1.72084], [-0.21669, 2.01725, -0.40041], [-1.64942, 1.23768, -1.06198], [-1.89692, 1.16710, 1.45534], [-2.28479, -0.51498, 1.19269], [-1.05011, -0.09522, 2.37614], [-0.25036, -2.08146, 0.72774]]
}



Going through the records in order, we get ΔE to the lowest compared entry with this formula, charge and spin values of 0.596, 0.000, 2.508 eV.